Record 1
Below is a cluster of 14 separate species, C32H42F9N5O37 in total at a distorted geometry, with properties calculated with ωB97M-V with the def2-TZVPD basis set.

Geometry (Å):
C1 1.666 -16.039 28.362
N1 0.669 -16.983 28.937
O1 0.776 -18.182 28.580
O2 -0.097 -16.540 29.780
H1 1.947 -16.463 27.399
H2 2.504 -15.961 29.055
H3 1.142 -15.095 28.208
C2 1.552 -15.476 24.615
N2 1.426 -14.256 25.449
O3 1.423 -14.311 26.644
O4 1.330 -13.248 24.841
H4 0.727 -15.480 23.903
H5 1.597 -16.425 25.150
H6 2.444 -15.285 24.018
C3 7.566 -20.497 25.994
N3 8.822 -19.734 25.865
O5 8.741 -18.542 25.488
O6 9.905 -20.248 26.192
H7 6.696 -19.904 25.711
H8 7.437 -20.832 27.023
H9 7.731 -21.385 25.383
C4 3.502 -23.006 26.995
N4 3.939 -22.161 28.164
O7 3.060 -21.802 28.980
O8 5.110 -22.016 28.339
H10 4.185 -23.722 26.538
H11 3.302 -22.356 26.144
H12 2.600 -23.545 27.284
C5 -1.323 -17.775 27.277
N5 -0.153 -17.988 26.364
O9 0.604 -17.032 26.241
O10 0.076 -19.133 26.003
H13 -1.251 -18.575 28.014
H14 -2.228 -17.916 26.686
H15 -1.255 -16.882 27.899
C6 -0.301 -16.976 21.367
C7 -1.211 -16.332 22.434
O11 -0.457 -16.630 23.633
C8 0.443 -17.671 23.393
O12 1.154 -18.277 24.176
O13 0.516 -17.877 22.084
F1 -2.430 -16.918 22.370
H16 0.310 -16.288 20.783
H17 -0.842 -17.522 20.594
H18 -1.252 -15.272 22.184
C9 1.825 -19.788 30.025
C10 2.015 -21.215 30.686
O14 1.642 -20.914 31.980
C11 1.983 -19.671 32.254
O15 2.095 -19.214 33.388
O16 2.252 -18.974 31.151
F2 3.333 -21.461 30.635
H19 0.801 -19.600 29.703
H20 2.469 -19.586 29.170
H21 1.482 -22.068 30.265
C12 -1.014 -21.393 27.484
C13 0.092 -21.167 28.490
O17 1.100 -20.658 27.658
C14 0.952 -21.168 26.471
O18 1.732 -21.111 25.524
O19 -0.250 -21.733 26.395
F3 0.494 -22.393 29.003
H22 -1.631 -20.524 27.256
H23 -1.615 -22.276 27.703
H24 -0.154 -20.478 29.299
C15 2.752 -19.142 27.013
C16 2.583 -18.887 25.599
O20 3.648 -19.580 24.957
C17 4.303 -20.308 25.845
O21 5.250 -20.990 25.619
O22 3.653 -20.245 27.018
F4 2.665 -17.523 25.497
H25 1.826 -19.250 27.578
H26 3.432 -18.393 27.418
H27 1.601 -19.286 25.343
C18 0.127 -20.412 23.840
C19 -0.679 -21.787 23.589
O23 -0.126 -22.159 22.382
C20 0.214 -21.136 21.707
O24 0.467 -21.193 20.513
O25 0.204 -20.035 22.473
F5 -2.022 -21.597 23.428
H28 1.130 -20.629 24.209
H29 -0.300 -19.711 24.557
H30 -0.470 -22.487 24.399
C21 5.712 -23.264 22.979
C22 5.462 -22.827 24.417
O26 6.691 -22.795 25.090
C23 7.671 -22.944 24.200
O27 8.881 -22.846 24.462
O28 7.132 -23.336 23.018
F6 4.462 -23.616 24.978
H31 5.375 -22.593 22.189
H32 5.394 -24.233 22.595
H33 5.124 -21.791 24.433
C24 2.072 -18.992 21.386
C25 2.588 -19.624 22.727
O29 3.867 -18.941 22.746
C26 3.734 -17.800 22.162
O30 4.465 -16.840 22.332
O31 2.740 -17.760 21.305
F7 2.826 -20.911 22.656
H34 0.992 -19.112 21.459
H35 2.404 -19.557 20.515
H36 1.956 -19.466 23.601
C27 4.940 -18.315 29.017
C28 4.977 -18.935 30.364
O32 5.906 -18.117 31.087
C29 5.849 -16.919 30.506
O33 6.135 -15.820 31.013
O34 5.168 -16.973 29.276
F8 5.555 -20.136 30.470
H37 4.037 -18.705 28.548
H38 5.707 -18.652 28.320
H39 3.992 -18.962 30.831
C30 4.871 -17.467 24.851
C31 6.137 -16.747 24.446
O35 6.743 -16.604 25.697
C32 6.389 -17.610 26.483
O36 6.918 -17.883 27.526
O37 5.365 -18.301 25.866
F9 5.839 -15.546 23.911
H40 4.489 -18.060 24.019
H41 4.120 -16.803 25.279
H42 6.643 -17.306 23.658

Its total charge is 0. As for the HOMO energy: -9.69 eV. As for the orbital gap: 7.026 eV. For the energy relative to the best compared isomer or geometry (same formula, charge and spin), the calculation gives 599.06 kcal per mole.

---

Record 2
Below is a structure of composition C32H42FN4O7PPt, with properties calculated with ωB97M-V with the def2-TZVPD basis set.

Geometry (Å):
Pt1 1.315 2.311 0.107
C1 -1.109 -4.320 3.291
C2 0.103 -4.126 2.399
N1 0.066 -2.827 1.690
C3 0.778 -1.816 2.170
C4 0.863 -0.559 1.602
C5 1.867 0.353 2.272
O1 2.379 -0.010 3.303
O2 2.129 1.520 1.736
C6 0.110 -0.306 0.454
O3 0.105 0.784 -0.230
C7 -0.734 -1.373 -0.044
C8 -1.515 -1.182 -1.192
C9 -2.209 -2.225 -1.726
F1 -2.901 -2.020 -2.858
C10 -2.196 -3.516 -1.154
C11 -1.458 -3.687 0.001
C12 -0.714 -2.638 0.557
N2 -2.883 -4.621 -1.698
C13 -4.003 -4.429 -2.618
C14 -4.712 -5.781 -2.805
N3 -4.395 -6.660 -1.632
C15 -2.938 -7.048 -1.629
C16 -2.118 -5.817 -2.036
H1 -1.043 -5.287 3.788
H2 -2.040 -4.287 2.725
H3 -1.153 -3.549 4.060
H4 0.220 -4.910 1.653
H5 1.020 -4.126 2.986
H6 1.369 -2.003 3.059
H7 -1.536 -0.218 -1.682
H8 -1.460 -4.658 0.472
H9 -3.697 -4.075 -3.605
H10 -4.689 -3.698 -2.195
H11 -4.364 -6.315 -3.688
H12 -5.791 -5.666 -2.873
H13 -4.985 -7.492 -1.628
H14 -4.591 -6.137 -0.777
H15 -2.817 -7.873 -2.328
H16 -2.702 -7.395 -0.625
H17 -1.897 -5.843 -3.110
H18 -1.164 -5.827 -1.515
C17 2.882 1.507 -1.018
C18 2.856 0.035 -1.060
C19 2.130 -0.605 -2.067
C20 1.969 -1.974 -2.044
C21 2.560 -2.715 -1.016
C22 3.383 -2.102 -0.077
C23 3.525 -0.724 -0.102
C24 2.192 -4.100 -0.880
N4 1.778 -5.166 -0.764
H19 2.673 1.973 -1.979
H20 3.745 1.951 -0.530
H21 1.641 -0.014 -2.831
H22 1.365 -2.473 -2.790
H23 3.874 -2.690 0.687
H24 4.120 -0.233 0.659
C25 3.273 6.251 0.766
C26 3.009 4.837 1.239
C27 2.209 4.791 2.525
C28 4.270 4.004 1.322
O4 2.210 4.153 0.127
P1 0.949 4.777 -0.804
O5 1.218 5.935 -1.633
O6 0.671 3.382 -1.456
O7 -0.093 4.923 0.376
C29 -1.339 5.743 0.305
C30 -2.162 5.243 1.476
C31 -0.941 7.197 0.473
C32 -2.035 5.487 -1.020
H25 3.931 6.722 1.497
H26 2.358 6.838 0.706
H27 3.763 6.266 -0.207
H28 2.799 5.265 3.310
H29 2.010 3.764 2.830
H30 1.275 5.339 2.426
H31 4.940 4.444 2.061
H32 4.788 3.986 0.362
H33 4.037 2.988 1.648
H34 -1.611 5.358 2.410
H35 -2.423 4.192 1.345
H36 -3.083 5.821 1.548
H37 -0.453 7.353 1.436
H38 -1.835 7.821 0.440
H39 -0.273 7.512 -0.327
H40 -2.231 4.422 -1.156
H41 -1.443 5.853 -1.859
H42 -2.989 6.014 -1.029

Its total charge is +2. As for the HOMO energy: -14.16 eV. As for the orbital gap: 8.023 eV. For the energy relative to the best compared isomer or geometry (same formula, charge and spin), the calculation gives 4.46 kcal per mole.

---

Question: Which of these has the lowest HOMO energy?
Answer: C32H42FN4O7PPt

---

Question: Which of these has the lowest HOMO energy?
Answer: C32H42FN4O7PPt

---

Question: Which of these has the highest total charge?
Answer: C32H42FN4O7PPt